1.
{
  "formula": "C5H7N",
  "method": "ωB97M-V with the def2-TZVPD basis set",
  "species": ["C", "N", "C", "C", "C", "C", "H", "H", "H", "H", "H", "H", "H"],
  "xyz": [[-2.272962, 0.922407, 0.667875], [-2.257722, 0.319559, 1.761801], [-1.508679, -0.210730, 0.601305], [0.108268, -0.252444, 0.557388], [0.738760, -1.070424, -0.540273], [0.997496, 0.459570, -0.347347], [-2.766707, 1.736211, 0.233364], [-2.005122, -1.060672, 0.132311], [0.247160, -0.244631, 1.624347], [0.164924, -1.472152, -1.414698], [1.630036, -1.627577, -0.258326], [1.965678, 0.817380, 0.049612], [0.777844, 1.074438, -1.259532]],
  "atomic_forces_ev_per_a": [[-1.29, 1.65, 0.80], [0.06, 0.48, 0.75], [3.12, -2.68, -2.21], [-4.46, -0.20, 0.33], [1.37, 0.53, 0.86], [0.88, 0.73, -2.36], [-0.45, 1.17, -0.47], [0.53, -0.36, 0.00], [1.43, -0.58, 0.21], [0.42, 0.78, 1.10], [-0.42, -0.37, -0.17], [-0.52, -0.71, -0.10], [-0.66, -0.41, 1.27]],
  "e_lumo_ev": 1.14,
  "total_energy_ha": -249.327531,
  "total_charge": 0,
  "spin_multiplicity": 1,
  "relative_energy_kcal_mol": 91.4,
  "gap_ev": 11.1
}



2.
{
  "formula": "C3H4Cl2",
  "method": "ωB97M-V with the def2-TZVPD basis set",
  "species": ["Cl", "C", "Cl", "C", "C", "H", "H", "H", "H"],
  "xyz": [[1.379719, -0.877231, -0.070009], [-0.001783, 0.276950, -0.043364], [-1.511583, -0.684036, 0.042353], [-0.057671, 1.583351, -0.699219], [0.371735, 1.415399, 0.773230], [-1.064193, 1.794719, -0.617733], [0.461100, 1.988564, -1.671635], [1.331344, 1.479804, 1.066843], [-0.360252, 1.624259, 1.508800]],
  "atomic_forces_ev_per_a": [[-0.26, 0.21, -0.83], [1.08, -2.81, -0.46], [0.43, 0.62, 0.33], [2.09, 0.45, -1.26], [-3.23, 0.53, -0.95], [-2.04, 1.03, -0.71], [-0.63, -1.05, 2.45], [3.08, 0.10, 0.82], [-0.52, 0.91, 0.60]],
  "e_lumo_ev": 0.91,
  "total_energy_ha": -1037.025524,
  "total_charge": 0,
  "spin_multiplicity": 1,
  "relative_energy_kcal_mol": 29.0,
  "gap_ev": 11.3
}



3.
{
  "formula": "C10H20OSi",
  "method": "ωB97M-V with the def2-TZVPD basis set",
  "species": ["C", "C", "C", "C", "Si", "C", "C", "C", "C", "C", "C", "O", "H", "H", "H", "H", "H", "H", "H", "H", "H", "H", "H", "H", "H", "H", "H", "H", "H", "H", "H", "H"],
  "xyz": [[0.397107, -1.667691, -1.476724], [0.302644, -1.337384, -0.149155], [0.426743, -2.285014, 0.998446], [-0.027429, 0.113824, 0.184088], [-2.067965, 0.286631, 0.459212], [-3.145588, -1.022788, -0.408399], [-2.213549, 2.046442, -0.154311], [0.725214, 0.629794, 1.364865], [2.197918, 0.470244, 0.974611], [2.490809, 1.339774, -0.227834], [1.611469, 0.992598, -1.386612], [0.308635, 0.929898, -0.989339], [0.396234, -2.676103, -1.793732], [0.226506, -0.946324, -2.261872], [-0.437000, -2.800094, 1.213366], [1.121751, -3.120006, 0.793633], [0.808453, -1.673508, 1.879875], [-2.352947, 0.194972, 1.842762], [-3.184936, -1.975752, 0.092443], [-4.118475, -0.473745, -0.658677], [-2.823954, -1.298242, -1.474239], [-1.979521, 2.110791, -1.177065], [-3.115328, 2.560372, 0.080393], [-1.350755, 2.680884, 0.197155], [0.541251, 0.108312, 2.331450], [0.561674, 1.668140, 1.550637], [2.401191, -0.584251, 0.794448], [2.817010, 0.725508, 1.889444], [2.312457, 2.281514, 0.082583], [3.486975, 1.061971, -0.660118], [1.711240, 1.585020, -2.262449], [1.972180, 0.074221, -1.648893]],
  "atomic_forces_ev_per_a": [[-0.93, 0.48, 2.27], [-0.34, 0.20, -2.53], [2.92, 1.03, 0.26], [-1.51, -0.71, -1.05], [2.04, 0.03, -2.09], [0.04, 1.43, -2.63], [1.26, 0.44, 1.21], [1.32, -0.80, 0.71], [0.57, -0.04, 1.87], [1.83, -3.12, -1.27], [0.44, 0.52, 1.70], [-3.20, 0.25, 0.72], [0.46, -1.07, -0.10], [0.05, 0.11, 0.17], [-2.43, -0.69, 0.81], [0.10, 0.62, -0.03], [-0.61, -1.44, -0.88], [-0.15, -0.09, 1.40], [-0.61, -0.07, 0.49], [0.78, -1.18, 0.95], [0.13, 0.57, 1.42], [-0.27, -0.26, -1.69], [-0.83, 0.39, 0.07], [-0.81, -0.76, 0.41], [-0.22, 0.30, -0.78], [-0.52, 0.86, 0.03], [0.12, -0.06, -0.20], [-0.31, 0.04, -1.19], [0.22, 3.63, 0.71], [-0.17, 1.11, 0.92], [-0.11, 1.12, -0.52], [0.72, -2.82, -1.15]],
  "e_lumo_ev": 0.87,
  "total_energy_ha": -757.673836,
  "total_charge": 0,
  "spin_multiplicity": 1,
  "relative_energy_kcal_mol": 88.0,
  "gap_ev": 9.2
}



4.
{
  "formula": "H20O10",
  "method": "ωB97M-V with the def2-TZVPD basis set",
  "species": ["O", "H", "H", "O", "H", "H", "O", "H", "H", "O", "H", "H", "O", "H", "H", "O", "H", "H", "O", "H", "H", "O", "H", "H", "O", "H", "H", "O", "H", "H"],
  "xyz": [[1.780221, -1.593831, -1.368859], [2.448308, -1.831036, -2.061018], [1.881493, -0.579772, -1.256299], [-0.997752, -1.844714, -1.469743], [-0.017123, -1.742730, -1.541870], [-1.101124, -2.089354, -0.535357], [2.192257, 1.040026, -1.218636], [2.894816, 1.553311, -1.614366], [1.347667, 1.598344, -1.283613], [-2.281345, 0.452233, -1.685618], [-1.819749, -0.406807, -1.793973], [-3.080630, 0.551246, -2.221306], [-1.233973, -1.857012, 1.211830], [-1.668619, -0.952459, 1.184523], [-1.838994, -2.390306, 1.722846], [-2.457737, 0.391261, 1.250478], [-1.653052, 0.980083, 1.418570], [-2.578864, 0.480680, 0.256736], [1.979577, 0.783160, 1.551240], [2.294718, 0.959539, 0.632730], [1.781181, -0.203797, 1.608523], [-0.306559, 1.985919, 1.565670], [-0.498076, 2.564689, 2.324067], [0.583687, 1.508693, 1.737688], [-0.069266, 2.315076, -1.238707], [-0.877203, 1.819814, -1.590127], [-0.320504, 2.352041, -0.277431], [1.431697, -1.744715, 1.532070], [0.394720, -1.683995, 1.674186], [1.530389, -1.907417, 0.577681]],
  "atomic_forces_ev_per_a": [[0.92, 1.15, -0.62], [-0.96, 0.26, 0.98], [0.14, -1.51, -0.45], [0.84, 0.13, -0.33], [-0.55, -0.19, -0.25], [-0.27, 0.00, 0.14], [-0.48, 0.47, 0.08], [0.26, 0.06, -0.19], [0.25, -0.38, -0.03], [-0.31, 1.16, 0.25], [-0.16, -0.59, -0.13], [0.48, -0.45, 0.06], [0.11, 0.04, 0.03], [-0.22, -0.07, 0.23], [-0.17, -0.33, 0.26], [0.75, 0.80, -1.44], [-0.90, -0.45, -0.07], [0.01, -0.04, 1.20], [0.04, 0.10, -0.25], [-0.34, -0.28, 0.75], [0.43, 0.46, -0.13], [0.12, 0.15, 0.69], [0.23, -0.28, -0.45], [-0.23, 0.34, -0.35], [-1.99, -0.73, 0.46], [1.31, 0.55, 0.18], [0.61, 0.20, -0.57], [-2.33, 0.12, 0.39], [2.41, -0.55, -0.60], [0.02, -0.14, 0.15]],
  "e_lumo_ev": 0.41,
  "total_energy_ha": -764.462759,
  "total_charge": 0,
  "spin_multiplicity": 1,
  "relative_energy_kcal_mol": 12.0,
  "gap_ev": 11.3
}